Molecular formula: C5H23NO8
Method: DFT, the ωB97M-V functional and the def2-TZVPD basis

```
! wB97M-V def2-TZVPD RIJCOSX def2/J DEFGRID3
* xyz 0 1
O -0.25617 -1.07344 -2.40585
O -2.88429 -0.79379 -1.11617
O -2.56709 1.94953 -0.19088
O -1.39141 4.29937 -1.14571
O 3.45292 -0.32471 0.95003
O 2.46910 1.91406 -0.81489
O -0.34230 1.31382 -1.26987
O -0.24932 1.51967 3.37001
N 0.62141 -0.37696 2.52155
C -0.32374 0.31747 3.16521
C 0.96718 -1.67134 -0.45462
C 0.33714 -1.70471 1.98684
C 0.51847 -2.16787 -1.86174
C -0.19347 -1.68139 0.51227
H -1.86676 1.41953 -0.67482
H -0.80578 -0.77555 0.38525
H -1.17813 -0.25378 3.53568
H -3.08804 -1.42247 -0.42330
H 1.29799 -2.22625 1.98153
H -1.93907 3.57015 -0.83212
H -0.85848 -2.53882 0.39451
H 1.57428 1.77465 -0.46170
H -0.37939 -2.33672 2.51690
H 1.44062 0.03834 2.10155
H 3.74490 0.06349 1.77529
H -0.12630 -3.05035 -1.80879
H -1.16632 -1.17457 -2.11508
H 3.36211 0.29868 0.21710
H 1.86029 -2.20074 -0.10588
H -3.52498 -0.08857 -0.94616
H -0.49273 4.02968 -1.29528
H 1.45061 -2.33912 -2.40036
H -0.40409 0.32847 -1.38396
H 1.38085 -0.66298 -0.61653
H 2.40135 2.04464 -1.75576
H -0.53869 1.84468 -2.04678
H -2.30266 2.13792 0.71257
*
```

Results
* gap between HOMO and LUMO: 9.92 eV
* calculated total energy: -23428.2674 eV
* structure (SMILES): O=CNCCCCO.O.O.O.O.O.O
* highest occupied orbital energy: -9.724 eV
* lowest unoccupied orbital energy: 0.2 eV
* energy relative to the best compared isomer or geometry (same formula, charge and spin): 1.768 eV

Just the Mulliken charges please, in e? Sure, here they are: number 1, O, carries -0.567; number 2, O, carries -0.628; number 3, O, carries -0.835; number 4, O, carries -0.634; number 5, O, carries -0.640; number 6, O, carries -0.665; number 7, O, carries -0.716; number 8, O, carries -0.598; number 9, N, carries 0.035; number 10, C, carries 0.037; number 11, C, carries -0.233; number 12, C, carries -1.187; number 13, C, carries -0.750; number 14, C, carries 0.521; number 15, H, carries 0.431; number 16, H, carries -0.191; number 17, H, carries 0.371; number 18, H, carries 0.283; number 19, H, carries 0.374; number 20, H, carries 0.394; number 21, H, carries 0.414; number 22, H, carries 0.314; number 23, H, carries 0.354; number 24, H, carries 0.152; number 25, H, carries 0.291; number 26, H, carries 0.341; number 27, H, carries 0.338; number 28, H, carries 0.338; number 29, H, carries 0.669; number 30, H, carries 0.307; number 31, H, carries 0.290; number 32, H, carries 0.319; number 33, H, carries 0.357; number 34, H, carries -0.197; number 35, H, carries 0.301; number 36, H, carries 0.286; number 37, H, carries 0.324